(1)
Density functional theory data (ωB97M-V with the def2-TZVPD basis set) for a cluster of 5 separate species, C10H15N5 in total in a non-equilibrium geometry.

Output
- frontier orbital gap (eV) = 11.9414
- charge = 0
- energy above the lowest of the compared OMol25 structures with the same formula, charge and spin (kcal per mole) = 35.7
- total energy (eV) = -18061.578
- maximum force (Eh/bohr) = 0.093
- SMILES = CC#N.CC#N.CC#N.CC#N.CC#N

Cartesian coordinates (Å):
C (3.3336, 0.3916, 2.9305)
C (2.9460, 0.1109, 1.5149)
N (2.6530, -0.1180, 0.3830)
H (2.4589, 0.7143, 3.4951)
H (4.1862, 1.0694, 2.9731)
H (3.7542, -0.5869, 3.1628)
C (0.4495, 0.1604, -3.4580)
C (1.6224, 1.0464, -3.4789)
N (2.6008, 1.6504, -3.5208)
H (0.1413, -0.3106, -2.5246)
H (0.6121, -0.5511, -4.2676)
H (-0.3482, 0.8358, -3.7670)
C (1.6176, -3.6545, -0.1603)
C (0.4724, -3.2664, 0.6345)
N (-0.3932, -2.9653, 1.3223)
H (2.1093, -2.8052, -0.6347)
H (1.2291, -4.3349, -0.9181)
H (2.3075, -4.1723, 0.5060)
C (-4.0657, 2.0828, 0.6960)
C (-5.1058, 3.0763, 0.4132)
N (-5.8810, 3.8557, 0.1454)
H (-3.5872, 2.3571, 1.6362)
H (-3.3074, 2.1159, -0.0863)
H (-4.3860, 1.0557, 0.8705)
C (-0.9606, -0.0952, 0.2352)
C (-0.7192, 1.3024, 0.6223)
N (-0.6087, 2.3957, 0.9385)
H (-0.0303, -0.5025, -0.1607)
H (-1.7276, -0.1471, -0.5375)
H (-1.3727, -0.7107, 1.0350)

Cartesian forces (eV/Å) of the 6 atoms listed first:
C 0.2 -0.9 -1.7
C -1.1 0.0 -4.0
N 1.1 0.7 4.6
H 0.3 -0.2 0.1
H -0.4 0.3 -0.1
H -0.3 0.0 1.0

(2)
Density functional theory data (ωB97M-V with the def2-TZVPD basis set) for a structure of composition C32H38N10OS3SbV in a non-equilibrium geometry.

Output
- frontier orbital gap (spin up / spin down) (eV) = 3.9843 / 5.8593
- charge = +1
- 2S+1 = 4
- energy above the lowest of the compared OMol25 structures with the same formula, charge and spin (kcal per mole) = 0.0
- total energy (eV) = -115477.338
- maximum force (Eh/bohr) = 0.046

Cartesian coordinates (Å):
V (2.4437, -0.2408, -0.4915)
S (6.3621, -1.5222, 1.2220)
Sb (6.2286, -2.4811, -0.9520)
S (5.4581, -0.7957, -2.5733)
S (3.5970, -1.4986, -2.0409)
C (-11.2077, -1.7800, -0.6152)
O (-10.5028, -0.5319, -0.5984)
C (-9.1715, -0.5790, -0.4736)
C (-8.5488, 0.6812, -0.3392)
C (-7.1943, 0.7773, -0.2022)
C (-6.3867, -0.3616, -0.2573)
C (-6.9863, -1.6063, -0.4158)
C (-8.3614, -1.7316, -0.4934)
C (-4.9423, -0.3547, -0.1480)
N (-4.1537, -1.4520, -0.2158)
C (-2.8904, -0.9667, -0.3130)
C (-2.8574, 0.4652, -0.2039)
N (-4.1996, 0.8196, -0.0695)
C (-1.6931, 1.2621, -0.2334)
C (-1.5495, 2.6777, -0.1321)
C (-0.2954, 3.2378, -0.2481)
C (0.8244, 2.4149, -0.3238)
N (0.7302, 1.0630, -0.4469)
C (-0.5174, 0.4852, -0.4192)
C (-0.5200, -0.9443, -0.5646)
N (0.7260, -1.5376, -0.7213)
C (0.7608, -2.8721, -0.9834)
C (-0.3390, -3.6888, -1.0389)
C (-1.5937, -3.1354, -0.6973)
C (-1.7164, -1.7365, -0.5512)
H (-12.2758, -1.4885, -0.6364)
H (-11.0287, -2.3739, 0.3043)
H (-11.0298, -2.3506, -1.5359)
H (-9.1765, 1.5496, -0.3142)
H (-6.7411, 1.7436, -0.0878)
H (-6.3081, -2.4576, -0.4930)
H (-8.8424, -2.7143, -0.5241)
H (-4.6041, 1.7713, 0.0847)
H (-2.4382, 3.2860, -0.0079)
H (-0.1194, 4.3185, -0.1815)
H (1.8403, 2.8097, -0.3547)
H (1.7609, -3.2528, -1.1804)
H (-0.2054, -4.7441, -1.3727)
H (-2.4653, -3.7673, -0.4618)
C (0.9182, 0.6812, 3.5379)
N (1.4123, -0.6829, 3.3975)
C (0.7544, -1.7834, 4.0644)
C (1.5257, -3.0166, 3.6236)
N (2.4330, -2.4747, 2.6046)
C (3.4723, -3.2778, 1.9992)
C (2.2587, -1.1460, 2.4473)
N (2.8302, -0.3788, 1.4562)
C (3.8503, 0.5713, 1.8905)
C (4.4467, 1.4488, 0.7792)
N (3.7714, 1.3365, -0.5366)
C (4.1952, 2.0809, -1.5946)
N (3.4769, 2.2888, -2.7252)
C (2.2768, 1.6436, -3.1669)
C (4.2132, 3.1095, -3.6936)
C (5.4009, 3.5928, -2.8940)
N (5.3624, 2.7870, -1.6895)
C (6.4560, 2.7870, -0.7634)
H (-0.1911, 0.6959, 3.6337)
H (1.1904, 1.1953, 2.6121)
H (1.3994, 1.1929, 4.3914)
H (-0.3075, -1.8689, 3.7548)
H (0.7423, -1.6209, 5.1675)
H (0.9234, -3.8391, 3.1825)
H (2.0673, -3.4811, 4.4850)
H (4.0553, -3.8230, 2.7420)
H (4.2035, -2.6108, 1.4634)
H (3.0610, -3.9772, 1.2523)
H (4.7311, 0.0598, 2.3437)
H (3.4578, 1.2330, 2.6791)
H (5.4783, 1.1103, 0.7394)
H (4.3684, 2.4790, 1.1227)
H (2.0067, 0.8333, -2.4449)
H (2.4431, 1.1779, -4.1469)
H (1.4402, 2.3552, -3.1959)
H (3.5387, 3.9173, -4.0648)
H (4.5045, 2.5195, -4.5892)
H (5.3413, 4.6825, -2.6426)
H (6.3752, 3.4844, -3.4171)
H (7.2855, 3.3713, -1.1773)
H (6.7904, 1.7416, -0.5625)
H (6.1705, 3.2079, 0.2376)

Cartesian forces (eV/Å) of the 6 atoms listed first:
V -0.1 -0.5 0.1
S 0.2 -0.6 -2.0
Sb -0.1 0.6 1.6
S 0.3 0.4 0.0
S -0.1 -0.6 0.1
C -1.0 0.3 0.1

Among the records above, which one has the lowest total energy? C32H38N10OS3SbV

What is the total energy in the second record? -115477.338 eV